DFT (ωB97M-V/def2-TZVPD) results for a structure of composition C44H47N2O3PtSSi at a distorted geometry.

Summary:
M in g/mol: 907.10
E_HOMO in eV: -4.63
Largest force on an atom in eV/Å: 1.6

ORCA input file:
```
! RIJCOSX wB97M-V def2-TZVPD def2/J DEFGRID3
* xyz -1 1
Pt -1.304 0.178 0.308
C 0.447 4.992 0.797
C -0.591 3.928 0.548
O -0.961 3.175 1.426
N -1.124 3.909 -0.720
C -1.851 2.778 -1.279
C -3.133 2.480 -0.565
C -4.304 3.184 -0.776
C -5.445 2.820 -0.080
C -5.376 1.773 0.822
C -4.167 1.123 0.996
N -3.078 1.454 0.314
H 1.426 4.523 0.696
H 0.338 5.357 1.816
H 0.387 5.823 0.092
H -0.673 4.497 -1.399
H -1.310 1.843 -1.196
H -2.009 2.995 -2.335
H -4.316 4.005 -1.483
H -6.376 3.350 -0.238
H -6.242 1.451 1.385
H -4.059 0.303 1.696
S -2.524 -0.806 -1.374
C -3.820 -1.758 -0.611
C -4.957 -2.064 -1.369
C -5.996 -2.819 -0.835
C -5.928 -3.291 0.470
C -4.799 -3.005 1.229
C -3.756 -2.251 0.699
H -5.021 -1.698 -2.389
H -6.865 -3.038 -1.446
H -6.737 -3.881 0.884
H -4.716 -3.381 2.243
H -2.868 -2.056 1.286
O 0.687 1.245 -0.153
Si 2.086 1.068 -0.893
C 3.479 0.320 0.136
C 4.824 0.675 -0.036
C 5.836 0.053 0.694
C 5.519 -0.937 1.617
C 4.191 -1.302 1.808
C 3.186 -0.682 1.073
C 2.741 2.771 -1.453
C 2.628 3.215 -2.780
C 3.010 4.502 -3.157
C 3.521 5.381 -2.210
C 3.650 4.966 -0.887
C 3.266 3.680 -0.520
C 2.013 0.041 -2.472
C 3.154 -0.377 -3.170
C 3.052 -1.153 -4.319
C 1.799 -1.528 -4.799
C 0.653 -1.134 -4.118
C 0.768 -0.358 -2.966
H 5.089 1.453 -0.746
H 6.869 0.343 0.542
H 6.305 -1.423 2.184
H 3.933 -2.073 2.527
H 2.151 -0.981 1.218
H 2.234 2.536 -3.532
H 2.909 4.819 -4.189
H 3.823 6.381 -2.499
H 4.048 5.647 -0.143
H 3.384 3.366 0.515
H 4.140 -0.109 -2.798
H 3.948 -1.476 -4.837
H 1.720 -2.135 -5.693
H -0.328 -1.434 -4.469
H -0.123 -0.082 -2.417
C -1.731 -0.104 3.375
C -0.319 -0.597 3.640
C 0.728 0.431 3.199
C -0.091 -1.985 3.061
C 0.078 -3.011 3.995
C 0.335 -4.317 3.629
C 0.436 -4.598 2.275
C 0.265 -3.625 1.295
C 0.439 -4.072 -0.154
C 1.635 -3.396 -0.832
C -0.827 -3.894 -0.988
C -0.018 -2.281 1.671
O -0.099 -1.370 0.670
H -1.983 0.765 3.994
H -2.475 -0.889 3.535
H -1.779 0.207 2.333
H -0.220 -0.702 4.723
H 0.671 0.658 2.131
H 1.737 0.062 3.405
H 0.586 1.373 3.740
H 0.019 -2.756 5.049
H 0.473 -5.091 4.376
H 0.658 -5.613 1.955
H 0.653 -5.144 -0.109
H 1.463 -2.325 -0.926
H 1.787 -3.803 -1.839
H 2.555 -3.547 -0.258
H -1.063 -2.841 -1.100
H -1.682 -4.394 -0.523
H -0.683 -4.314 -1.991
*
```



DFT (ωB97M-V/def2-TZVPD) results for a structure of composition C44H48AlO at a distorted geometry.

Summary:
M in g/mol: 619.85
E_HOMO in eV: -5.02
Largest force on an atom in eV/Å: 1.6

ORCA input file:
```
! RIJCOSX wB97M-V def2-TZVPD def2/J DEFGRID3
* xyz -1 1
O -0.328 0.139 -1.715
Al -1.191 -1.408 -1.179
C -0.986 -2.837 -2.616
C 0.143 -3.891 -2.390
C 1.367 -3.337 -1.698
C 1.947 -2.156 -2.059
C 3.041 -1.640 -1.408
C 3.569 -2.347 -0.360
C 3.022 -3.546 -0.009
C 1.930 -4.054 -0.661
H 0.211 0.482 -0.998
H -0.440 -1.909 0.171
H -2.724 -0.994 -0.878
H -1.938 -3.384 -2.669
H -0.819 -2.364 -3.595
H 0.416 -4.392 -3.330
H -0.286 -4.684 -1.767
H 1.479 -1.610 -2.873
H 3.424 -0.688 -1.756
H 4.417 -1.948 0.188
H 3.461 -4.099 0.817
H 1.499 -4.998 -0.346
C -5.337 -6.180 1.560
C -5.467 -5.312 0.483
C -4.352 -4.649 -0.015
C -3.106 -4.862 0.557
C -2.975 -5.732 1.630
C -4.091 -6.387 2.135
H -6.207 -6.693 1.951
H -6.438 -5.150 0.032
H -4.452 -3.966 -0.849
H -2.236 -4.347 0.165
H -2.001 -5.898 2.076
H -3.988 -7.062 2.976
C -1.217 4.127 0.825
C -0.386 3.240 0.154
C 0.963 3.179 0.476
C 1.478 3.996 1.474
C 0.646 4.880 2.147
C -0.702 4.948 1.820
H -2.269 4.177 0.573
H -0.785 2.594 -0.620
H 1.614 2.492 -0.051
H 2.530 3.943 1.728
H 1.047 5.518 2.927
H -1.352 5.642 2.340
C 4.773 6.278 -1.170
C 5.799 7.188 -0.954
C 6.018 7.700 0.317
C 5.216 7.293 1.375
C 4.193 6.380 1.160
C 3.968 5.875 -0.113
H 4.600 5.881 -2.162
H 6.428 7.500 -1.779
H 6.814 8.414 0.484
H 5.389 7.689 2.369
H 3.568 6.063 1.985
H 3.166 5.167 -0.281
C 1.541 -3.159 -5.901
C 0.560 -2.627 -6.726
C 0.583 -2.886 -8.090
C 1.582 -3.686 -8.628
C 2.561 -4.222 -7.802
C 2.543 -3.955 -6.439
H 1.524 -2.954 -4.838
H -0.222 -2.009 -6.303
H -0.180 -2.466 -8.734
H 1.597 -3.893 -9.691
H 3.340 -4.847 -8.221
H 3.309 -4.368 -5.795
C -1.809 9.538 2.412
C -1.320 8.730 1.395
C -1.880 8.794 0.127
C -2.924 9.673 -0.127
C -3.411 10.484 0.890
C -2.856 10.415 2.160
H -1.373 9.486 3.402
H -0.502 8.048 1.590
H -1.503 8.157 -0.664
H -3.359 9.725 -1.117
H -4.225 11.171 0.691
H -3.239 11.044 2.954
C -1.326 -7.720 7.363
C -2.573 -7.993 6.817
C -3.115 -7.143 5.863
C -2.407 -6.023 5.448
C -1.159 -5.751 5.992
C -0.620 -6.597 6.952
H -0.905 -8.382 8.109
H -3.123 -8.870 7.136
H -4.090 -7.353 5.441
H -2.828 -5.362 4.700
H -0.607 -4.879 5.666
H 0.351 -6.382 7.379
*
```



DFT (ωB97M-V/def2-TZVPD) results for a structure of composition C44H48BMnN5O4Se.

Summary:
Expectation value of S²: 8.8933
M in g/mol: 855.61
E_HOMO (spin up / spin down) in eV: -0.32 / -1.13
Largest force on an atom in eV/Å: 0.7

ORCA input file:
```
! RIJCOSX wB97M-V def2-TZVPD def2/J DEFGRID3
* xyz -2 6
Mn 0.585 0.630 0.501
C -6.524 5.040 5.838
O -7.601 4.367 5.241
C -7.346 3.782 4.005
C -6.219 4.032 3.236
C -6.047 3.400 2.010
C -7.000 2.496 1.502
C -8.147 2.288 2.299
C -8.313 2.904 3.522
N -6.981 1.910 0.255
N -5.854 1.802 -0.438
C -4.668 1.455 0.173
C -4.509 0.802 1.393
C -3.254 0.379 1.867
C -2.086 0.582 1.157
O -0.889 0.165 1.572
C -2.213 1.247 -0.097
N -1.055 1.448 -0.791
C -1.092 2.057 -1.950
C -2.291 2.520 -2.520
C -3.466 2.328 -1.836
C -3.466 1.676 -0.590
H -6.840 5.307 6.846
H -6.263 5.957 5.296
H -5.633 4.405 5.893
H -5.452 4.716 3.575
H -5.158 3.610 1.431
H -8.906 1.613 1.920
H -9.196 2.719 4.125
H -5.391 0.596 1.985
H -3.181 -0.133 2.820
H -0.140 2.186 -2.457
H -2.270 3.018 -3.481
H -4.417 2.666 -2.227
C 3.815 2.637 -5.395
C 4.293 1.399 -4.622
C 5.747 1.612 -4.176
C 4.253 0.199 -5.568
C 3.414 1.203 -3.392
C 3.343 2.237 -2.414
C 2.567 2.044 -1.296
N 1.834 0.952 -1.073
C 1.884 -0.074 -1.999
C 2.692 0.070 -3.163
C 1.128 -1.222 -1.690
C 1.034 -2.386 -2.497
C 0.268 -3.457 -2.113
C -0.431 -3.359 -0.890
C -0.308 -2.205 -0.141
N 0.445 -1.171 -0.500
C 0.195 -4.698 -3.004
C -0.367 -4.310 -4.378
C 1.602 -5.286 -3.178
C -0.705 -5.782 -2.409
H 4.436 2.796 -6.281
H 3.863 3.533 -4.777
H 2.779 2.509 -5.716
H 6.395 1.753 -5.046
H 6.102 0.747 -3.613
H 5.840 2.487 -3.533
H 4.895 0.393 -6.431
H 3.241 0.014 -5.934
H 4.611 -0.707 -5.077
H 3.898 3.160 -2.514
H 2.523 2.792 -0.514
H 2.722 -0.752 -3.864
H 1.583 -2.417 -3.429
H -1.064 -4.152 -0.521
H -0.829 -2.083 0.801
H 0.264 -3.569 -4.869
H -1.366 -3.883 -4.277
H -0.430 -5.191 -5.025
H 2.277 -4.567 -3.644
H 1.565 -6.181 -3.807
H 2.025 -5.559 -2.209
H -1.729 -5.427 -2.286
H -0.339 -6.113 -1.435
H -0.723 -6.647 -3.076
Se 1.912 1.751 2.125
C 7.260 -3.928 -0.066
C 6.477 -4.515 1.109
C 7.446 -4.676 2.289
C 5.963 -5.898 0.689
C 5.300 -3.628 1.524
C 4.476 -4.031 2.573
C 3.382 -3.271 3.001
C 3.131 -2.085 2.350
O 2.150 -1.184 2.567
B 2.375 -0.106 1.630
O 3.508 -0.491 0.812
C 3.948 -1.667 1.300
C 5.025 -2.414 0.875
H 8.084 -4.597 -0.326
H 7.682 -2.952 0.181
H 6.628 -3.811 -0.948
H 8.297 -5.304 2.005
H 6.952 -5.138 3.145
H 7.824 -3.703 2.608
H 6.795 -6.541 0.384
H 5.269 -5.808 -0.150
H 5.434 -6.390 1.505
H 4.677 -4.965 3.084
H 2.749 -3.602 3.814
H 5.622 -2.048 0.052
*
```



DFT (ωB97M-V/def2-TZVPD) results for a structure of composition C44H48CeCl2N3O7P2Se2Si at a distorted geometry.

Summary:
M in g/mol: 1189.86
E_HOMO (spin up / spin down) in eV: -5.14 / -5.14
Largest force on an atom in eV/Å: 3.3

ORCA input file:
```
! RIJCOSX wB97M-V def2-TZVPD def2/J DEFGRID3
* xyz -1 1
Ce 1.696 -0.262 -1.893
N -1.602 0.585 2.611
P -1.198 1.961 1.708
C -2.494 3.195 2.109
C -3.744 2.744 2.491
C -4.737 3.653 2.768
C -4.590 5.015 2.527
C -3.333 5.494 2.029
C -2.308 4.549 1.890
C 0.323 2.597 2.597
C 1.170 3.513 2.027
C 2.344 3.849 2.726
C 2.695 3.253 3.926
C 1.862 2.298 4.481
C 0.747 1.917 3.773
P -1.699 -0.999 1.878
C -0.669 -1.965 3.073
C -1.171 -2.697 4.108
C -0.246 -3.122 5.106
C 1.098 -2.779 5.067
C 1.541 -2.149 3.921
C 0.666 -1.725 2.918
C -3.327 -1.601 2.512
C -4.083 -0.908 3.429
C -5.393 -1.167 3.711
C -6.021 -2.218 3.009
C -5.271 -3.015 2.126
C -3.945 -2.674 1.857
H -1.647 0.620 3.629
H -3.854 1.675 2.719
H -5.641 3.319 3.243
H -5.325 5.697 2.809
H -3.106 6.561 1.876
H -1.289 4.994 1.788
H 1.049 3.971 1.057
H 3.024 4.573 2.240
H 3.519 3.673 4.461
H 1.911 1.956 5.495
H 0.120 1.140 4.158
H -2.198 -2.869 4.129
H -0.500 -3.817 5.922
H 1.834 -3.133 5.811
H 2.628 -1.994 3.769
H 1.122 -1.295 2.059
H -3.708 -0.087 3.995
H -5.890 -0.657 4.512
H -7.039 -2.544 3.326
H -5.760 -3.878 1.673
H -3.419 -3.242 1.133
O 5.831 1.887 2.362
C 4.887 1.529 1.671
C 4.237 0.139 1.663
O 4.502 -0.730 2.445
C 3.179 0.088 0.620
C 3.019 1.388 0.095
O 2.061 1.594 -0.840
C 4.145 2.293 0.486
O 4.439 3.316 -0.047
O 2.504 -0.950 0.243
O 1.714 -1.975 -3.750
C 2.074 -1.812 -5.119
C 3.471 -1.147 -5.323
C 3.961 -1.614 -6.708
O 5.256 -1.166 -7.017
C 4.459 -1.720 -4.316
Se 4.482 -1.179 -2.420
C 3.413 0.401 -5.367
Se 2.129 1.231 -4.202
H 2.229 -2.730 -3.423
H 1.267 -1.272 -5.589
H 2.177 -2.805 -5.524
H 3.309 -1.200 -7.461
H 4.063 -2.697 -6.633
H 5.375 -0.479 -6.365
H 5.465 -1.558 -4.653
H 4.357 -2.848 -4.359
H 3.053 0.695 -6.357
H 4.366 0.819 -5.179
C 1.835 -4.204 0.052
C 0.441 -3.733 -0.410
C -0.747 -4.408 -0.131
C -1.881 -3.991 -0.831
C -1.852 -2.867 -1.513
C -0.678 -2.096 -1.586
N 0.486 -2.609 -1.110
N -0.600 -0.869 -2.167
Si -1.976 -0.045 -2.917
C -2.462 -0.867 -4.510
C -1.464 1.732 -2.912
C -3.499 0.012 -1.752
H 1.832 -5.263 0.461
H 2.369 -3.512 0.727
H 2.497 -4.271 -0.846
H -0.795 -5.280 0.436
H -2.850 -4.561 -0.797
H -2.729 -2.502 -1.996
H -1.674 -0.919 -5.252
H -3.384 -0.538 -4.999
H -2.609 -1.936 -4.217
H -1.389 2.179 -1.906
H -2.226 2.335 -3.460
H -0.515 1.859 -3.466
H -3.152 -0.277 -0.749
H -4.254 -0.721 -2.073
H -3.962 0.990 -1.803
Cl -0.468 5.527 -2.103
C 1.198 5.298 -1.514
Cl 1.775 6.410 -0.281
H 1.786 5.396 -2.422
H 1.377 4.232 -1.178
*
```